Molecular formula: C19H14MnNO2S
Method: DFT, ωB97M-V/def2-TZVPD

Each line ends with the Löwdin spin population.
Geometry (Å):
Mn: 0.156 -0.249 0.288  4.599
S: 1.270 -2.025 1.328  0.081
O: -1.607 0.683 3.896  0.015
O: -0.749 0.353 1.888  0.094
N: -1.022 -1.067 -1.581  0.047
C: -1.521 2.221 -3.208  0.001
C: 2.772 1.846 -3.381  0.012
C: -0.039 -1.084 3.726  0.006
C: 0.423 -2.226 5.839  0.004
C: 0.838 -1.960 3.050  0.014
C: -2.902 2.252 -3.348  0.003
C: 0.636 1.188 -2.457  0.018
C: -0.858 0.076 3.143  0.015
C: -0.220 -1.250 5.106  0.000
C: 1.485 -2.950 3.819  0.006
C: 2.587 1.072 -1.110  0.020
C: -0.852 1.139 -2.633  0.009
C: 1.291 -3.088 5.178  0.000
C: -3.655 1.177 -2.901  0.001
C: -3.015 0.086 -2.335  0.004
C: 3.362 1.564 -2.154  -0.001
C: 1.405 1.659 -3.526  -0.001
C: 1.206 0.852 -1.212  0.031
C: -1.633 0.059 -2.206  0.009
H: 0.252 -2.316 6.906  0.000
H: -4.735 1.186 -2.986  0.000
H: 3.367 2.202 -4.214  0.001
H: -0.901 -0.560 5.585  0.000
H: 0.929 1.874 -4.478  0.000
H: 3.084 0.833 -0.173  0.003
H: -0.929 3.073 -3.521  0.000
H: 1.817 -3.867 5.721  0.000
H: 4.427 1.715 -2.018  0.000
H: -0.183 -1.365 -2.064  0.005
H: -1.663 -1.843 -1.497  0.003
H: -3.596 -0.761 -1.982  0.000
H: 2.159 -3.619 3.299  0.001
H: -3.385 3.118 -3.786  0.000

Calculated values
HOMO level (spin up / spin down): -0.151 / -0.163 Ha
total charge: -1
2S+1: 6
⟨S²⟩: 8.760
ΔE to the lowest compared entry with this formula, charge and spin: 4.2 kcal/mol
Kohn-Sham gap (spin up / spin down): 7.0 / 7.3 eV


Molecular formula: C19H14N4O
Method: DFT, ωB97M-V/def2-TZVPD

Each line ends with the Mulliken charge.
Geometry (Å):
O: -0.052 -1.742 0.161  -0.796
N: 2.850 1.795 -0.005  -0.569
N: 0.314 3.966 -0.254  -0.489
N: -2.266 -1.218 0.341  0.235
N: 2.203 -0.452 0.045  0.063
C: -0.761 0.625 0.022  0.586
C: -4.775 1.462 0.223  -0.665
C: -3.187 -2.955 -0.909  -1.198
C: 3.946 0.944 -0.136  0.175
C: -2.048 0.951 0.104  0.330
C: 0.368 2.926 -0.049  -0.250
C: 5.852 -1.063 0.184  -0.451
C: 4.678 -1.306 0.097  -0.701
C: -0.964 -1.002 0.399  0.564
C: -2.733 -2.639 0.216  -0.818
C: -2.975 0.018 0.085  0.385
C: 0.502 1.263 0.029  0.086
C: 1.847 0.668 -0.068  0.994
C: 5.228 1.308 0.060  -0.560
C: -2.541 2.581 -0.012  -0.773
C: 6.279 0.182 0.044  -0.202
C: -4.034 2.550 0.154  -0.526
C: -4.301 0.318 0.188  -0.363
C: 3.577 -0.371 0.222  0.339
H: 4.295 -2.339 0.303  0.207
H: 5.649 2.403 -0.161  0.245
H: -3.947 -2.327 -1.422  0.292
H: -1.934 -3.103 0.568  0.516
H: -3.498 -3.964 -0.903  0.438
H: -4.950 -0.595 0.345  0.254
H: 6.610 -1.700 0.317  0.541
H: 7.290 0.771 -0.292  0.187
H: -2.246 -2.897 -1.719  0.258
H: -4.398 3.516 -0.021  0.420
H: -5.899 1.532 0.148  0.281
H: 1.496 -1.147 0.366  0.299
H: -1.893 3.481 -0.027  0.283
H: -3.582 -2.440 1.357  0.382

Calculated values
HOMO level: -0.288 Ha
Kohn-Sham gap: 6.4 eV


Molecular formula: C19H14N4O2
Method: DFT, ωB97M-V/def2-TZVPD

Each line ends with the Mulliken charge.
Geometry (Å):
O: 0.487 0.334 -2.418  -0.614
O: -1.090 2.150 4.095  -0.687
N: 0.023 -0.817 -0.463  0.246
N: 0.154 1.504 0.080  -0.542
N: -0.766 -3.053 -0.754  -0.590
N: -0.416 0.492 2.833  -0.202
C: -0.381 -2.074 0.020  0.668
C: -0.531 -1.680 -4.156  -0.446
C: 1.056 3.725 0.079  -0.355
C: -0.974 -2.761 -4.932  -0.655
C: 0.826 -1.570 2.157  -1.287
C: 1.285 4.975 0.695  -0.511
C: 0.139 2.848 2.221  0.309
C: 0.019 -0.656 -1.847  0.275
C: -1.246 -3.977 -4.293  -0.292
C: -0.420 -1.736 -2.743  0.227
C: 0.247 0.211 0.467  0.100
C: -0.352 -2.350 1.486  -0.663
C: -1.204 -4.049 -2.880  -0.444
C: 0.437 4.062 2.789  -0.806
C: 0.452 2.663 0.822  0.162
C: 0.614 -0.063 1.923  0.426
C: 1.002 5.112 2.037  -0.461
C: -0.787 -2.934 -2.129  0.297
C: -0.518 1.842 3.055  0.490
H: -0.224 -3.420 1.632  0.348
H: -1.499 -4.948 -2.374  0.460
H: 1.259 3.586 -0.990  0.462
H: -0.789 -0.066 3.560  0.312
H: 1.680 5.824 0.148  0.386
H: 0.874 -1.757 3.233  0.411
H: 1.802 -1.894 1.757  0.387
H: 0.242 4.269 3.837  0.436
H: -0.303 -0.735 -4.632  0.459
H: -1.282 -2.047 2.000  0.278
H: -1.510 -4.883 -4.865  0.352
H: 1.156 6.069 2.506  0.385
H: 1.584 0.448 2.073  0.321
H: -1.048 -2.643 -6.028  0.358

Calculated values
HOMO level: -0.315 Ha
SMILES: O=C1N[C@H]2CCc3nc4ccccc4c(=O)n3C2=Nc2ccccc21
ΔE to the lowest compared entry with this formula, charge and spin: 0.0 kcal/mol
Kohn-Sham gap: 8.2 eV


Molecular formula: C19H15AsAuF6N2O8S
Method: DFT, ωB97M-V/def2-TZVPD

Each line ends with the Löwdin spin population.
Geometry (Å):
Au: -0.328 -0.011 -1.577  0.613
As: 0.745 -3.072 -2.051  0.005
S: 3.008 -0.308 -1.583  0.005
F: -5.375 -0.918 -1.316  0.000
F: -4.926 -0.755 1.231  0.003
F: -3.192 0.412 1.752  0.003
F: -3.913 0.006 -2.606  -0.001
F: -3.791 -2.102 -2.178  0.000
F: -4.607 1.177 0.305  0.002
O: -2.213 0.375 -0.729  0.145
O: 1.769 -0.206 -2.396  0.058
O: 0.376 0.170 0.832  0.343
O: 0.217 -4.604 -1.855  0.011
O: 1.930 -3.036 -3.342  0.001
O: 3.364 0.940 -0.939  0.000
O: 4.046 -0.957 -2.359  0.009
O: -0.526 -1.966 -2.338  0.113
N: 1.660 3.653 -0.799  0.012
N: 0.214 2.167 -1.507  0.073
C: 0.343 2.524 0.957  0.152
C: 1.755 3.640 -2.169  0.025
C: -2.530 -1.881 0.152  0.001
C: 2.886 -2.042 2.041  0.000
C: -3.984 0.060 0.714  0.008
C: 2.012 -3.106 1.880  0.000
C: -0.280 3.459 3.096  0.207
C: -3.128 -0.586 -0.402  0.010
C: -0.444 1.084 2.809  0.156
C: 3.170 -1.212 0.968  0.002
C: 0.846 2.728 -2.592  0.010
C: 0.747 2.725 -0.434  0.011
C: 1.702 -2.517 -0.444  -0.002
C: 0.175 3.615 1.786  -0.012
C: 2.579 -1.442 -0.269  0.000
C: 0.087 1.198 1.478  0.039
C: -0.600 2.189 3.599  -0.011
C: -4.057 -0.904 -1.638  -0.001
C: 1.432 -3.344 0.643  0.000
H: -0.679 0.087 3.156  0.006
H: 0.605 2.424 -3.595  0.000
H: 1.785 -3.755 2.717  0.000
H: -1.802 -1.611 0.917  0.000
H: -0.418 4.333 3.717  0.012
H: -2.022 -2.417 -0.646  -0.001
H: 3.831 -0.364 1.078  0.000
H: -0.981 2.088 4.607  -0.005
H: 3.346 -1.855 3.004  0.000
H: 0.764 -4.183 0.488  0.000
H: 2.551 -2.295 -3.270  0.000
H: 2.327 4.066 -0.171  0.000
H: -3.294 -2.529 0.584  0.000
H: 0.356 4.609 1.397  -0.005
H: 2.463 4.247 -2.702  0.002

Calculated values
HOMO level (spin up / spin down): -0.194 / -0.232 Ha
total charge: -1
2S+1: 3
⟨S²⟩: 2.055
ΔE to the lowest compared entry with this formula, charge and spin: 23.0 kcal/mol
Kohn-Sham gap (spin up / spin down): 7.4 / 6.0 eV


Molecular formula: C19H15AuF3N2OS
Method: DFT, ωB97M-V/def2-TZVPD

Each line ends with the Löwdin spin population.
Geometry (Å):
Au: -0.584 -0.960 -0.367  0.357
S: -0.390 -1.728 4.276  0.005
F: -3.793 -3.413 -8.900  0.001
F: -5.268 -1.906 -8.415  0.006
F: -3.382 -1.327 -9.298  0.006
O: 1.715 -0.501 0.358  0.034
N: 3.173 1.146 0.777  0.001
N: -0.781 -1.197 1.804  0.029
C: 0.138 -1.502 2.670  0.006
C: -3.463 -0.745 -6.452  -0.012
C: -0.314 1.442 -0.222  0.526
C: -3.955 -2.174 -8.433  0.010
C: -3.175 -1.341 4.548  0.000
C: 1.928 0.689 0.600  0.011
C: -4.390 -0.783 2.530  0.000
C: -2.935 -0.547 -5.200  0.077
C: -1.765 -1.426 -3.261  0.277
C: -2.737 -3.067 -6.412  -0.009
C: -2.206 -2.883 -5.154  0.087
C: -3.361 -2.002 -7.052  0.108
C: -2.298 -1.619 -4.531  0.047
C: 0.793 1.674 0.764  0.080
C: -3.241 -0.821 1.772  -0.001
C: -2.037 -1.124 2.407  0.002
C: -2.012 -1.380 3.780  0.001
C: -1.287 -1.255 -2.121  0.281
C: -4.357 -1.041 3.908  0.000
H: 3.947 0.507 0.693  0.000
H: -1.303 1.766 0.079  0.024
H: -5.335 -0.553 2.057  0.000
H: -3.255 -0.629 0.706  -0.001
H: 0.426 1.548 1.787  0.001
H: -3.955 0.063 -6.977  -0.002
H: 1.175 -1.622 2.393  0.000
H: -1.716 -3.694 -4.634  0.002
H: 3.362 2.116 0.955  0.001
H: -2.999 0.416 -4.715  0.002
H: -5.275 -1.005 4.478  0.000
H: -2.673 -4.028 -6.901  -0.002
H: 1.171 2.700 0.690  0.024
H: -3.150 -1.542 5.610  0.000
H: -0.076 1.647 -1.260  0.022

Calculated values
HOMO level (spin up / spin down): -0.395 / -0.435 Ha
total charge: +1
2S+1: 3
⟨S²⟩: 2.036
Kohn-Sham gap (spin up / spin down): 7.8 / 5.6 eV


Molecular formula: C19H15BF3FeNO3
Method: DFT, ωB97M-V/def2-TZVPD

Each line ends with the Löwdin spin population.
Geometry (Å):
Fe: 0.955 4.083 2.056  2.207
F: 2.995 -2.757 -2.385  0.006
F: 3.120 -0.596 -1.550  -0.001
F: 2.675 -2.389 -0.100  0.012
O: 2.505 2.896 4.228  0.033
O: 3.682 4.334 1.060  0.058
O: 1.131 6.431 3.506  0.116
N: 0.235 -2.979 -1.395  0.136
C: -0.458 0.218 1.244  0.111
C: 0.032 -0.700 -1.567  0.099
C: 1.710 3.220 3.444  0.039
C: 0.708 5.554 2.861  0.088
C: 0.925 -1.822 -1.635  0.164
C: -0.556 3.209 0.927  -0.040
C: 1.022 1.540 -0.132  0.106
C: -3.680 -1.751 -1.441  0.259
C: -2.162 -3.642 -1.340  0.073
C: 0.476 2.796 0.025  -0.042
C: -1.301 -1.319 -1.587  0.129
C: -3.462 -3.138 -1.443  0.084
C: 0.491 0.228 0.160  0.009
C: -0.863 2.550 2.140  0.037
C: 2.536 4.300 1.276  0.065
C: -0.757 1.167 2.249  -0.045
C: -1.124 -2.703 -1.356  0.204
C: 0.788 -4.313 -1.378  0.011
C: -2.598 -0.850 -1.490  0.021
B: 2.560 -1.869 -1.405  0.006
H: -1.402 3.162 2.875  0.008
H: 1.307 -0.570 0.245  0.010
H: -1.149 0.811 3.193  -0.003
H: -4.707 -1.388 -1.461  0.010
H: -4.310 -3.831 -1.398  0.001
H: -2.766 0.222 -1.542  -0.002
H: 0.173 0.261 -2.110  -0.001
H: -1.973 -4.712 -1.343  0.001
H: 1.337 -4.512 -0.456  0.005
H: -0.060 -4.988 -1.396  0.000
H: 1.449 -4.492 -2.234  0.004
H: -1.289 3.933 0.519  0.007
H: 0.744 3.566 -0.723  0.005
H: -0.981 -0.740 1.343  0.005
H: 2.041 1.583 -0.486  0.002

Calculated values
HOMO level (spin up / spin down): -0.544 / -0.552 Ha
total charge: +2
2S+1: 5
⟨S²⟩: 6.172
ΔE to the lowest compared entry with this formula, charge and spin: 0.0 kcal/mol
Kohn-Sham gap (spin up / spin down): 6.6 / 4.5 eV


Molecular formula: C19H15BF4IrN3O2S
Method: DFT, ωB97M-V/def2-TZVPD

Each line ends with the Löwdin spin population.
Geometry (Å):
Ir: -0.662 0.124 0.197  0.344
S: -0.358 1.793 1.718  0.026
F: -2.473 1.889 -0.850  0.019
F: -2.793 -0.107 0.297  0.003
F: -4.145 1.714 0.716  0.001
F: -4.350 0.635 -1.308  0.000
O: -1.019 -0.095 -1.745  0.076
O: 0.002 -0.957 1.703  0.086
N: 2.032 -0.439 0.811  0.100
N: 1.216 -0.001 -0.181  0.082
N: -2.420 0.812 3.176  0.006
C: 1.929 -1.479 2.996  0.001
C: 1.305 -0.933 1.788  0.016
C: 3.108 -2.431 5.313  0.001
C: -0.248 0.315 -2.703  0.069
C: -1.370 1.454 5.582  0.001
C: 1.925 1.016 -3.645  -0.008
C: -0.819 0.483 -3.984  0.006
C: 1.810 0.353 -1.314  -0.002
C: -0.043 0.904 -5.022  0.034
C: -2.618 0.834 5.519  0.007
C: 1.155 0.590 -2.523  0.073
C: 3.305 -1.701 3.033  0.001
C: -3.124 0.525 4.286  0.002
C: -1.209 1.397 3.189  0.001
C: 3.889 -2.178 4.193  0.000
C: 1.143 -1.745 4.116  0.000
C: 1.343 1.172 -4.860  0.043
C: 1.736 -2.219 5.274  0.001
C: -0.666 1.730 4.428  0.007
B: -3.532 1.104 -0.359  0.001
H: 3.903 -1.506 2.154  0.000
H: 2.979 1.217 -3.503  -0.001
H: -3.185 0.606 6.408  0.000
H: -2.875 0.648 2.279  0.000
H: -0.490 1.044 -5.997  0.001
H: -0.942 1.709 6.543  0.000
H: 1.925 1.496 -5.711  0.002
H: 0.310 2.192 4.459  0.000
H: 3.570 -2.800 6.219  0.000
H: -4.086 0.062 4.124  0.000
H: 2.893 0.379 -1.261  -0.002
H: 1.131 -2.427 6.146  0.000
H: 4.955 -2.356 4.224  0.000
H: -1.875 0.279 -4.093  -0.001
H: 0.074 -1.586 4.070  0.000

Calculated values
HOMO level (spin up / spin down): -0.426 / -0.438 Ha
total charge: +1
2S+1: 2
⟨S²⟩: 0.793
ΔE to the lowest compared entry with this formula, charge and spin: 3.4 kcal/mol
Kohn-Sham gap (spin up / spin down): 7.0 / 5.7 eV


Molecular formula: C19H15Cl5N5OPtS2
Method: DFT, ωB97M-V/def2-TZVPD

Each line ends with the Mulliken charge.
Geometry (Å):
Pt: -0.972 1.002 -0.199  0.967
Cl: -2.451 -0.207 1.133  -0.362
Cl: 2.515 -0.811 3.157  -0.148
Cl: -1.552 -3.909 4.963  -0.175
Cl: -3.485 -2.449 2.970  -0.157
Cl: 1.458 -3.074 5.043  -0.157
S: -2.909 5.299 0.527  -0.091
S: -1.062 -0.609 -1.952  -0.498
O: 0.474 0.352 1.467  -0.935
N: 0.303 2.121 -1.205  -0.058
N: 1.069 4.067 -1.887  0.022
N: -1.848 3.039 0.097  -0.104
N: -1.879 -2.946 -1.084  -0.164
N: 0.214 -2.261 -0.288  0.136
C: -1.329 -0.997 2.251  0.720
C: 2.214 0.712 -2.115  -0.265
C: 1.989 3.119 -2.309  0.117
C: 0.855 -1.251 3.163  0.470
C: 0.381 -2.259 3.984  0.097
C: -0.968 -2.651 3.948  0.388
C: 3.183 3.241 -3.011  -1.179
C: 0.621 -3.393 0.546  -1.223
C: -1.489 5.258 -0.416  -0.210
C: 3.875 2.074 -3.251  -0.493
C: -0.886 -2.073 -0.999  0.537
C: 0.013 -0.552 2.246  -0.377
C: 0.090 3.425 -1.227  -0.115
C: -1.822 -2.006 3.067  -0.250
C: -2.850 3.606 0.700  -0.105
C: 3.399 0.829 -2.807  -0.904
C: -1.063 3.974 -0.545  0.514
C: 1.502 1.885 -1.868  1.059
C: -2.110 -4.200 -0.363  -0.879
H: -1.819 -4.112 0.679  0.249
H: 3.980 -0.059 -3.018  0.429
H: -3.592 3.061 1.267  0.413
H: 0.544 -4.329 -0.003  0.450
H: 0.798 -1.439 -0.232  0.085
H: 1.841 -0.245 -1.779  0.153
H: 4.811 2.116 -3.792  0.400
H: 3.553 4.200 -3.348  0.409
H: 1.665 -3.238 0.808  0.355
H: 0.045 -3.447 1.469  0.363
H: -2.603 -2.649 -1.716  0.272
H: -3.179 -4.395 -0.388  0.346
H: -1.592 -5.037 -0.829  0.306
H: -1.056 6.163 -0.817  0.371
H: 1.124 5.059 -2.037  0.220

Calculated values
HOMO level: -0.374 Ha
total charge: +1
ΔE to the lowest compared entry with this formula, charge and spin: 45.5 kcal/mol
Kohn-Sham gap: 7.0 eV